# 1
Density functional theory data (ωB97M-V/def2-TZVPD) for a structure of composition C35H41IrN3O2S4Sb3.

Last column: Löwdin spin population.
Atoms and positions in Å:
Ir: -0.39199 -1.15761 1.67480  0.51
Sb: -1.36642 2.83283 -0.75972  0.00
Sb: -1.20284 -4.58077 1.75360  0.00
Sb: 2.16974 -0.42339 -0.98250  0.00
S: 0.00916 -3.07792 0.34688  -0.01
S: -0.09375 -6.20474 2.83397  0.00
S: -1.40231 -2.44609 3.14758  0.33
S: -3.22418 -5.15373 1.03132  0.02
O: -3.71370 1.17945 0.99280  0.01
O: 2.12936 0.24333 4.64176  0.01
N: 1.38682 -0.87715 2.75023  0.03
N: -2.12902 -0.50428 0.78394  0.03
N: -0.81281 0.48509 2.79652  0.00
C: -1.55052 2.45475 4.46709  0.00
C: 1.28203 0.00059 3.78984  0.01
C: -4.09062 -1.79469 0.04646  0.00
C: 0.95336 1.14112 -5.55807  0.00
C: 0.30288 2.73742 -3.34876  0.00
C: 2.08409 1.55682 -1.96624  0.00
C: -0.10717 2.02718 -5.63903  0.00
C: -2.41053 -1.10253 -1.57401  0.00
C: 3.40251 1.03329 1.95526  0.00
C: -4.67799 -1.81842 1.42816  0.01
C: 1.65532 1.02688 -4.36776  0.00
C: -3.12954 -1.75361 -2.56934  0.00
C: -3.05643 2.78036 -2.08071  0.00
C: 3.06241 -2.68471 2.78979  0.00
C: -1.18244 -0.33324 -1.96198  0.00
C: -1.89760 4.73041 0.11658  0.00
C: -2.70272 0.57975 1.36266  0.00
C: -4.78319 -2.42483 -0.98113  0.00
C: 0.00083 0.78599 3.79290  0.00
C: -0.34514 1.79368 4.67709  0.00
C: 1.78230 -1.85919 -2.53655  0.00
C: -4.30917 -2.41600 -2.27888  0.00
C: -1.96432 1.09413 2.56460  0.00
C: 3.70439 -0.42999 2.12983  0.00
C: 1.32332 1.76917 -3.23436  0.00
C: -2.37515 2.11725 3.39940  0.00
C: -0.03182 3.68911 -2.25338  0.00
C: 4.36572 -3.10308 2.52478  0.00
C: 2.09676 -3.63564 3.41339  0.00
C: 4.99835 -0.88160 1.91050  0.00
C: 5.32959 -2.21616 2.08717  0.00
C: 4.30734 -0.47078 -1.24110  0.00
C: -0.40820 2.82490 -4.54734  0.00
C: -2.88343 -1.14349 -0.26025  0.00
C: 2.72382 -1.35193 2.54847  0.00
H: -4.85053 -2.93328 -3.06208  0.00
H: -3.91045 -1.91103 2.19701  0.01
H: 1.00825 -2.53711 -2.17857  0.00
H: 2.10052 -3.51471 4.50144  0.00
H: 1.08300 -3.46659 3.08105  0.00
H: -3.31419 2.61601 3.20066  0.00
H: 4.75866 0.37380 -0.72052  0.00
H: -1.20689 3.55572 -4.62405  0.00
H: -0.53307 -0.14978 -1.10703  0.00
H: -1.44501 0.63913 -2.38807  0.00
H: 4.61913 -4.14355 2.69903  0.00
H: 4.15123 1.50555 1.31589  0.00
H: -1.84992 3.24655 5.14315  0.00
H: -5.69730 -2.95594 -0.74026  0.00
H: 4.51966 -0.39914 -2.31024  0.00
H: -1.12704 5.06391 0.81296  0.00
H: -2.82625 2.18176 -2.96228  0.00
H: 2.49655 0.34574 -4.31099  0.00
H: 1.71183 2.20435 -1.17066  0.00
H: 2.41580 1.19571 1.51222  0.00
H: -0.53169 4.57027 -2.65946  0.00
H: 6.33942 -2.55779 1.89172  0.00
H: -3.30538 3.79711 -2.39158  0.00
H: 3.14202 1.80167 -2.11132  0.00
H: 4.72341 -1.39209 -0.83817  0.00
H: 0.86601 4.02394 -1.72750  0.00
H: 1.23319 0.53709 -6.41298  0.00
H: 3.40981 1.54078 2.92191  0.00
H: 2.70074 -2.42401 -2.70644  0.00
H: -3.89411 2.32684 -1.55306  0.00
H: 0.32529 2.03223 5.49021  0.00
H: -0.68389 2.11407 -6.55276  0.00
H: 5.75433 -0.17318 1.58952  0.00
H: 2.34362 -4.67072 3.18586  0.00
H: -2.74904 -1.73320 -3.58553  0.00
H: -2.83700 4.61708 0.66093  0.00
H: -5.34596 -2.67501 1.53070  0.00
H: -2.02884 5.48068 -0.66535  0.00
H: -0.61622 -0.87248 -2.72275  0.00
H: 1.45735 -1.39941 -3.46628  0.00
H: -5.23420 -0.89893 1.61739  0.00

- LUMO level (spin up / spin down): 0.95 / 0.25 eV
- 2S+1: 2
- Orbital gap (spin up / spin down): 5.9 / 5.2 eV
- Total charge: -1

# 2
Density functional theory data (ωB97M-V/def2-TZVPD) for a structure of composition C35H41LaN4O6S2Te in a non-equilibrium geometry.

Last column: Löwdin spin population.
Atoms and positions in Å:
La: -0.30275 0.18008 2.55823  0.02
Te: 1.52447 -0.09069 -0.45831  0.27
S: 2.40312 1.38848 2.46987  0.00
S: 0.44915 -2.06863 3.71687  0.00
O: -0.87548 2.39593 2.07227  0.04
O: -1.03738 -2.05369 3.58811  0.00
O: 0.78005 -0.77972 4.43724  0.00
O: -2.43624 -0.81667 1.13863  0.00
O: 0.93051 -1.82105 2.29663  0.00
O: 1.01594 -3.23560 4.32307  0.00
N: -2.26477 0.85864 4.25915  0.00
N: -0.26420 1.08577 0.33057  0.42
N: -0.63069 1.64582 5.66407  0.00
N: 1.85230 3.01494 4.73895  0.00
C: -4.69285 -1.12133 0.64698  0.00
C: -4.03631 -2.51107 0.81716  0.00
C: 6.54101 -2.09410 -4.04180  0.00
C: -4.34353 1.99532 3.95140  0.00
C: 0.09655 -2.53350 -1.52025  0.00
C: 1.51886 4.78243 -1.27479  0.00
C: 4.27133 -1.75702 0.38095  0.00
C: 2.14601 0.28543 -3.81918  0.01
C: 1.17440 3.58510 -0.66484  0.00
C: -2.86949 -3.44203 -3.73793  0.00
C: 3.15849 -0.76079 -1.72442  0.09
C: 0.78601 5.93306 -1.01831  0.00
C: 4.21650 -1.43515 -1.09575  0.02
C: 5.36405 -1.61432 -3.23458  0.01
C: 5.29834 -1.85105 -1.87051  0.00
C: 0.10583 3.52979 0.21912  0.01
C: 3.21970 -0.48081 -3.09350  0.01
C: 1.04824 -3.29561 -0.63604  0.01
C: -0.86026 -3.26042 -2.22616  0.00
C: -2.59045 3.01634 5.23678  0.00
C: 2.08313 2.35591 3.81105  0.00
C: -0.84360 -0.48528 -2.43508  0.00
C: -1.81782 1.85313 5.03498  0.00
C: -3.50961 0.92133 3.76453  0.00
C: -0.89392 0.99835 -2.69808  0.00
C: -0.61151 4.69094 0.49249  0.00
C: -2.53129 -2.21463 0.82651  0.00
C: -0.28196 5.88446 -0.13240  0.00
C: -1.79749 -1.25910 -3.09529  0.00
C: 0.10290 -1.13469 -1.62986  0.01
C: -3.83957 3.07980 4.68261  0.00
C: -3.50122 -0.19123 0.43718  0.00
C: -1.82463 -2.64231 -3.00639  0.00
C: -0.34122 2.26853 0.90575  0.03
C: 4.31690 -0.92409 -3.82838  0.00
H: -3.23684 -0.12034 -0.62501  0.00
H: -1.42008 4.64392 1.21000  0.00
H: 6.11191 -2.38094 -1.38259  0.00
H: 1.05387 6.86617 -1.49839  0.00
H: 4.59168 -2.79061 0.52367  0.00
H: -3.87324 -3.07349 -3.51791  0.00
H: -0.01643 2.43753 5.80859  0.00
H: -0.86275 -4.34142 -2.13190  0.00
H: -4.34576 -2.98052 1.74960  0.00
H: -1.72768 1.45813 -2.16412  0.00
H: -2.53125 -0.75081 -3.71534  0.00
H: -5.24384 -0.84212 1.54567  0.00
H: -1.96967 -2.75130 1.58644  0.00
H: -2.18654 3.82822 5.82634  0.00
H: 6.58575 -3.18500 -4.06176  0.00
H: -5.34214 2.00018 3.53805  0.00
H: -2.09015 -2.37568 -0.16079  0.00
H: -1.03650 1.16960 -3.76777  0.00
H: -3.82029 0.04640 3.20513  0.00
H: -0.00116 1.52501 -2.37659  0.00
H: -0.85184 6.78048 0.07973  0.00
H: 2.36542 4.81511 -1.94917  0.00
H: -4.29499 -3.18349 -0.00115  0.00
H: -0.12282 0.79717 5.42730  0.00
H: 3.32722 -1.63901 0.91016  0.00
H: 1.06544 -2.89536 0.38181  0.00
H: 1.75503 2.69360 -0.86270  0.01
H: -4.44492 3.96625 4.82903  0.00
H: 2.06754 -3.25849 -1.02408  0.00
H: 4.35682 -0.71046 -4.89241  0.00
H: 7.48178 -1.73891 -3.61754  0.00
H: -5.38404 -1.08212 -0.19522  0.00
H: 6.48159 -1.74384 -5.07234  0.00
H: -2.72974 -3.37755 -4.81921  0.00
H: 1.29006 -0.35171 -4.05402  0.00
H: -3.62856 0.81415 0.83786  0.00
H: 2.53520 0.69089 -4.75343  0.00
H: -2.82776 -4.49426 -3.45737  0.00
H: 0.74546 -4.34114 -0.57940  0.00
H: 1.76935 1.11688 -3.22123  0.01
H: 4.99940 -1.11611 0.88277  0.00

- LUMO level (spin up / spin down): 2.13 / 1.12 eV
- 2S+1: 2
- Orbital gap (spin up / spin down): 7.2 / 6.5 eV
- Energy above the lowest of the compared OMol25 structures with the same formula, charge and spin: 39.6 kJ/mol
- Total charge: -1

Calculated total energy for the records above, in order: -111323.395 -85035.110 eV